# 1
Molecular formula: C4H9BrO2Si
Method: DFT, ωB97M-V/def2-TZVPD

2S+1 ... 1
Energy relative to the best compared isomer or geometry (same formula, charge and spin) ... 204.4 kJ/mol
Kohn-Sham gap (spin up / spin down) ... 8.4 / 7.4 eV

```
17
Properties=species:S:1:pos:R:3:lowdin_charge:R:1
C -0.681 2.115 -2.563 -0.18
C -1.320 1.063 -2.236 -0.06
C -0.278 -3.160 0.360 -0.15
C 1.471 1.548 1.733 -0.15
O 0.468 -1.980 0.532 -0.27
O 1.381 0.377 0.929 -0.29
Si 0.028 -0.455 0.584 0.16
Br -1.480 -0.185 2.249 0.34
H -0.518 2.541 -3.631 0.09
H 0.106 2.457 -1.878 0.03
H -2.248 0.666 -2.832 0.06
H -0.778 -3.413 -0.552 0.07
H -1.126 -3.145 1.022 0.06
H 0.251 -4.097 0.574 0.09
H 2.478 1.958 1.883 0.09
H 1.184 1.405 2.694 0.03
H 1.062 2.307 1.131 0.07
```

# 2
Molecular formula: C3H5O3
Method: DFT, ωB97M-V/def2-TZVPD

Total charge ... +1
2S+1 ... 1
Energy relative to the best compared isomer or geometry (same formula, charge and spin) ... 714.4 kJ/mol
Kohn-Sham gap (spin up / spin down) ... 8.5 / 8.5 eV

```
11
Properties=species:S:1:pos:R:3:lowdin_charge:R:1
C 0.175 0.303 -0.578 0.01
C -0.570 -0.976 -0.428 0.09
C 1.211 0.378 0.437 0.01
O -1.725 -0.979 0.145 0.17
O -2.117 0.373 0.595 0.02
O -1.496 1.263 -0.119 0.00
H 0.223 0.683 -1.528 0.13
H -0.048 -1.882 -0.668 0.18
H 1.605 -0.615 0.695 0.13
H 0.625 0.559 1.321 0.13
H 2.119 0.893 0.129 0.13
```

# 3
Molecular formula: C5H11MgO4Y
Method: DFT, ωB97M-V/def2-TZVPD

⟨S²⟩ ... 0.75
Total charge ... +1
2S+1 ... 2
Energy relative to the best compared isomer or geometry (same formula, charge and spin) ... 86.8 kJ/mol
Kohn-Sham gap (spin up / spin down) ... 6.2 / 7.1 eV

```
22
Properties=species:S:1:pos:R:3:lowdin_spin:R:1
O 2.096 -0.407 0.796 0.14
C 1.763 -1.764 0.764 0.01
C 0.804 -2.137 -0.361 0.00
O -0.460 -1.517 -0.333 0.00
C -0.625 -0.313 -1.123 0.01
C -1.797 0.434 -0.551 0.00
O -1.298 1.237 0.553 0.00
C -2.226 2.065 1.214 0.00
Y 0.803 1.024 0.201 0.11
H 1.344 -2.098 1.733 0.00
H 2.669 -2.387 0.633 0.00
H 0.639 -3.227 -0.344 0.00
H 1.286 -1.855 -1.315 0.00
H -0.787 -0.548 -2.184 0.00
H -2.576 -0.221 -0.123 0.00
H -2.229 1.123 -1.294 0.00
H -1.682 2.657 1.957 0.00
H -2.713 2.747 0.499 0.00
H -2.969 1.434 1.725 0.00
Mg 3.596 0.827 0.400 0.56
O 2.223 1.500 -0.881 0.13
H 2.139 1.426 -1.966 0.01
```

# 4
Molecular formula: C3H10NO3
Method: DFT, ωB97M-V/def2-TZVPD

Total charge ... +1
2S+1 ... 1
Energy relative to the best compared isomer or geometry (same formula, charge and spin) ... 91.0 kJ/mol
Kohn-Sham gap ... 12.1 eV

```
17
Properties=species:S:1:pos:R:3:lowdin_charge:R:1
C 1.060 2.100 1.832 -0.02
C 1.080 0.567 1.792 -0.12
C -0.436 -0.308 0.021 -0.57
N -0.938 -1.708 -2.738 0.23
O -1.744 -0.523 -0.258 0.15
O 0.414 -0.594 -0.826 0.08
O -0.209 0.138 1.199 0.08
H 1.899 2.555 2.266 0.07
H 1.139 2.305 0.770 0.09
H 0.185 2.447 2.379 0.09
H 1.276 0.049 2.684 0.12
H 1.842 0.215 1.184 0.10
H -1.229 -1.081 -3.488 0.14
H -0.272 -2.464 -3.116 0.18
H -1.669 -2.158 -2.113 0.16
H -2.225 -0.403 0.556 0.14
H -0.173 -1.136 -2.147 0.10
```

# 5
Molecular formula: C23H33Cl2FeN4O4
Method: DFT, ωB97M-V/def2-TZVPD

⟨S²⟩ ... 8.77
2S+1 ... 6
Energy relative to the best compared isomer or geometry (same formula, charge and spin) ... 0.0 kJ/mol
Kohn-Sham gap (spin up / spin down) ... 7.2 / 5.8 eV

```
67
Properties=species:S:1:pos:R:3:lowdin_spin:R:1
O 1.831 -0.407 -0.002 0.14
C 2.810 -0.137 0.960 0.02
C 3.339 -1.409 1.582 0.00
C 2.647 -2.609 1.464 0.00
H 1.739 -2.618 0.880 0.00
C 3.118 -3.766 2.067 0.00
H 2.559 -4.690 1.975 0.00
C 4.304 -3.744 2.790 0.00
H 4.674 -4.645 3.262 0.00
C 5.015 -2.556 2.895 0.00
H 5.945 -2.529 3.448 0.00
C 4.533 -1.400 2.297 0.00
H 5.087 -0.474 2.386 0.00
H 3.662 0.372 0.497 0.00
C 2.098 2.222 1.429 0.00
C 2.207 0.833 1.968 0.08
H 2.106 2.988 2.200 0.00
H 1.191 2.329 0.837 0.00
H 2.930 2.428 0.751 0.00
C 1.797 0.433 3.174 0.10
C 1.151 1.253 4.238 0.01
H 1.960 -0.606 3.441 0.00
H 1.723 1.288 5.161 0.00
H 0.159 0.863 4.482 0.00
H 0.997 2.282 3.903 0.00
Fe 0.000 0.000 0.000 3.95
Cl -0.732 -2.019 0.883 0.11
Cl -0.107 1.082 2.046 0.39
H 2.390 -4.283 -2.609 0.00
H -0.325 -4.401 -2.823 0.00
C 2.125 -3.597 -1.806 0.00
C -0.327 -3.612 -2.071 0.00
N 0.920 -2.871 -2.145 0.01
H 2.948 -2.905 -1.650 0.00
C 0.933 -1.552 -2.283 0.02
O 0.008 -0.782 -1.973 0.02
H -1.160 -2.938 -2.226 0.00
H 1.854 -1.165 -2.739 0.00
H 1.964 -4.167 -0.891 0.00
H -0.421 -4.052 -1.081 0.00
H 0.163 4.576 -2.886 0.00
H 2.066 3.450 -4.495 0.00
C 0.904 4.295 -2.138 0.00
C 2.532 3.105 -3.573 0.00
N 1.554 3.056 -2.508 0.00
H 0.414 4.180 -1.177 0.00
C 1.317 1.932 -1.830 0.01
O 0.425 1.822 -0.972 0.04
H 2.938 2.112 -3.723 0.00
H 1.981 1.100 -2.061 0.00
H 1.638 5.095 -2.048 0.00
H 3.339 3.792 -3.314 0.00
N -5.705 3.617 0.329 0.00
C -4.396 3.272 0.443 0.00
O -3.623 4.082 0.936 0.00
C -3.868 1.943 -0.005 0.00
C -4.690 0.964 -0.590 0.00
C -4.150 -0.250 -0.995 0.00
C -2.795 -0.496 -0.808 0.00
N -1.982 0.433 -0.226 0.04
C -2.497 1.642 0.156 0.01
H -6.023 4.542 0.655 0.00
H -6.415 2.992 -0.069 0.00
H -5.746 1.112 -0.753 0.00
H -4.780 -1.001 -1.454 0.00
H -2.400 -1.441 -1.134 0.00
H -1.843 2.384 0.587 0.01
```

# 6
Molecular formula: C24H40BrN3O8P2S
Method: DFT, ωB97M-V/def2-TZVPD

2S+1 ... 1
Kohn-Sham gap ... 8.3 eV
Structure (SMILES) ... O=[PH2]c1c(Br)ccc2c1Nc1cc(P(=O)(O)O)ccc1S2.COCCNCCOC.COCCNCCOC

```
79
Properties=species:S:1:pos:R:3:lowdin_charge:R:1
O 0.618 0.782 -1.814 -0.49
P 1.541 1.335 -0.800 0.74
C 3.324 1.254 -1.235 -0.28
C 3.797 0.225 -2.030 -0.65
Br 2.689 -1.152 -2.729 0.83
C 5.133 0.141 -2.331 -0.14
C 6.018 1.067 -1.843 -0.08
C 5.538 2.084 -1.053 -0.44
C 4.205 2.218 -0.730 -0.27
N 3.790 3.297 0.080 0.09
C 4.535 3.430 1.293 -0.25
C 3.857 3.515 2.488 0.00
C 4.597 3.650 3.650 -0.24
P 3.699 3.722 5.221 0.47
O 2.705 4.777 5.301 -0.24
O 2.948 2.279 5.353 -0.12
O 4.821 3.747 6.392 -0.13
C 5.970 3.719 3.599 -0.08
C 6.653 3.630 2.408 -0.07
C 5.913 3.473 1.260 -0.44
S 6.640 3.314 -0.361 1.04
H 1.461 0.700 0.467 0.04
H 1.224 2.704 -0.590 0.03
H 5.472 -0.672 -2.966 0.10
H 7.088 1.037 -2.029 0.12
H 2.819 3.229 0.349 0.06
H 2.770 3.467 2.461 0.13
H 3.546 1.651 5.782 0.07
H 5.302 2.907 6.345 0.08
H 6.480 3.849 4.551 0.11
H 7.737 3.679 2.369 0.12
C -1.575 -7.865 -0.779 -0.12
O -1.463 -7.005 -1.896 -0.19
C -2.570 -6.129 -2.077 -0.21
C -2.213 -4.696 -1.728 -0.21
N -2.018 -4.524 -0.293 -0.05
C -1.377 -3.262 0.087 -0.18
C 0.012 -2.947 -0.469 -0.23
O 1.057 -3.759 0.042 -0.19
C 1.175 -5.036 -0.556 -0.10
H -0.816 -8.640 -0.880 0.09
H -1.393 -7.333 0.161 0.07
H -2.557 -8.345 -0.742 0.09
H -3.450 -6.470 -1.524 0.12
H -2.816 -6.163 -3.143 0.12
H -3.018 -4.033 -2.060 0.12
H -1.309 -4.440 -2.294 0.10
H -1.449 -5.283 0.056 0.06
H -1.298 -3.272 1.177 0.12
H -2.052 -2.440 -0.173 0.10
H 0.252 -1.929 -0.150 0.11
H 0.033 -2.930 -1.565 0.10
H 0.928 -5.018 -1.620 0.09
H 0.555 -5.769 -0.034 0.07
H 2.212 -5.358 -0.448 0.09
C -7.009 2.723 0.301 -0.11
O -6.639 2.415 -1.029 -0.19
C -5.914 3.445 -1.691 -0.22
C -4.451 3.079 -1.862 -0.21
N -3.743 3.083 -0.588 -0.05
C -2.424 2.447 -0.624 -0.20
C -2.316 0.982 -1.045 -0.22
O -2.858 0.057 -0.110 -0.20
C -4.265 -0.097 -0.154 -0.10
H -7.753 1.991 0.616 0.09
H -6.157 2.653 0.985 0.07
H -7.453 3.720 0.372 0.09
H -6.031 4.410 -1.187 0.12
H -6.356 3.539 -2.687 0.12
H -3.977 3.799 -2.536 0.12
H -4.418 2.093 -2.342 0.10
H -4.303 2.604 0.103 0.06
H -2.017 2.527 0.390 0.12
H -1.774 3.045 -1.273 0.12
H -1.247 0.752 -1.100 0.07
H -2.715 0.802 -2.049 0.12
H -4.657 -0.012 -1.171 0.09
H -4.756 0.622 0.505 0.07
H -4.503 -1.093 0.224 0.09
```

# 7
Molecular formula: C2H7OS
Method: DFT, ωB97M-V/def2-TZVPD

Total charge ... -1
2S+1 ... 1
Energy relative to the best compared isomer or geometry (same formula, charge and spin) ... 59.4 kJ/mol
Kohn-Sham gap ... 6.6 eV

```
11
Properties=species:S:1:pos:R:3:lowdin_charge:R:1
O 0.518 -3.511 0.104 -0.15
H 0.342 -2.551 0.034 -0.06
C -0.620 1.276 0.742 -0.25
C -0.011 1.284 -0.678 -0.79
S 1.081 -0.177 -0.955 0.10
H -0.111 0.695 1.507 0.03
H -0.658 2.328 1.101 0.04
H -1.687 1.025 0.736 0.04
H 0.471 2.247 -0.827 0.02
H -0.708 0.907 -1.420 -0.02
H 1.383 -3.523 -0.345 0.02
```

Number 1: F_max 4.40 eV/Å. Number 2: F_max 4.04 eV/Å. Number 3: F_max 10.17 eV/Å. Number 4: F_max 3.08 eV/Å. Number 5: F_max 5.58 eV/Å. Number 6: F_max 1.79 eV/Å. Number 7: F_max 2.18 eV/Å.